Record 1
{
  "formula": "C32H47BClN10O3S",
  "method": "wB97M-V/def2-TZVPD",
  "symbols": ["C", "C", "B", "O", "N", "C", "N", "C", "N", "C", "C", "C", "C", "S", "O", "O", "Cl", "N", "H", "H", "H", "H", "H", "H", "H", "H", "H", "H", "H", "H", "H", "H", "H", "H", "H", "N", "C", "C", "C", "C", "H", "H", "H", "H", "H", "N", "C", "C", "C", "C", "H", "H", "H", "H", "H", "N", "C", "C", "C", "C", "H", "H", "H", "H", "H", "N", "C", "C", "C", "C", "H", "H", "H", "H", "H", "N", "C", "C", "C", "C", "H", "H", "H", "H", "H", "N", "C", "C", "C", "C", "H", "H", "H", "H", "H"],
  "xyz": [[-5.10475, 1.78419, -1.42085], [-4.28888, 3.09572, -1.53476], [-3.60020, 3.38036, -0.16911], [-4.15917, 4.04398, 0.87864], [-2.27230, 2.73834, -0.03422], [-1.35186, 2.94838, 0.91078], [-1.40483, 3.81613, 1.93805], [-0.28061, 3.61400, 2.60898], [0.48416, 2.68288, 2.06141], [1.76028, 2.07154, 2.39527], [1.62960, 0.66314, 3.02810], [0.18543, 0.19182, 3.30413], [0.06253, -1.32853, 3.19817], [0.09708, -1.79178, 1.45505], [0.35636, -0.62652, 0.63326], [0.95394, -2.91390, 1.28044], [-1.80263, -2.31150, 1.03627], [-0.19673, 2.27058, 0.95479], [-4.59933, 1.04358, -0.79608], [-5.27408, 1.35426, -2.40673], [-6.08203, 1.98586, -0.98149], [-3.50598, 2.98009, -2.28900], [-4.95082, 3.92261, -1.79083], [-3.67311, 4.78454, 1.25826], [-2.03729, 2.02733, -0.71825], [0.01818, 4.14099, 3.50279], [2.28482, 2.75981, 3.05642], [2.34042, 2.04062, 1.47117], [2.11911, -0.02879, 2.34601], [2.16680, 0.63539, 3.97566], [-0.12433, 0.50713, 4.30184], [-0.54066, 0.60491, 2.60855], [-0.90622, -1.65329, 3.57420], [0.86301, -1.87928, 3.68953], [0.15481, 1.50999, 0.38309], [-7.55990, -1.45138, -0.60722], [-7.42556, -1.49776, -1.96791], [-6.67585, -2.60101, -2.27852], [-6.34794, -3.24762, -1.05449], [-6.91077, -2.51537, -0.04251], [-8.06301, -0.74628, -0.10104], [-7.87269, -0.74678, -2.59640], [-6.39799, -2.91472, -3.27074], [-5.77502, -4.15195, -0.93469], [-6.91131, -2.66491, 1.02358], [3.62951, -0.95246, 0.19780], [4.61320, -1.69113, 0.79872], [5.81580, -1.28832, 0.28387], [5.54811, -0.27067, -0.67093], [4.19094, -0.08269, -0.70148], [2.64764, -1.03134, 0.38627], [4.37398, -2.43818, 1.53649], [6.78060, -1.68120, 0.55586], [6.26753, 0.25943, -1.27251], [3.58384, 0.58568, -1.28938], [-1.69041, -0.45735, -2.13756], [-2.87578, -0.62690, -2.80983], [-2.66995, -0.28344, -4.11675], [-1.30728, 0.11105, -4.24417], [-0.72780, -0.01147, -3.01108], [-1.54617, -0.65537, -1.16364], [-3.75376, -0.98600, -2.29760], [-3.40877, -0.31621, -4.89948], [-0.80852, 0.43561, -5.14246], [0.28227, 0.16957, -2.68265], [-1.80819, -5.74523, 4.37605], [-0.91323, -6.52226, 5.05606], [0.33641, -6.25019, 4.56797], [0.19002, -5.26970, 3.55009], [-1.14663, -4.97717, 3.45537], [-2.80045, -5.74660, 4.52458], [-1.23867, -7.20270, 5.82371], [1.25373, -6.70832, 4.89652], [0.97462, -4.84090, 2.94957], [-1.68685, -4.29524, 2.82166], [5.51770, 2.81157, 1.89522], [6.31351, 3.20648, 0.85337], [6.84049, 4.42863, 1.17143], [6.34477, 4.78776, 2.45468], [5.53355, 3.76978, 2.87631], [5.01725, 1.94230, 1.93572], [6.43064, 2.58797, -0.01903], [7.50987, 5.00366, 0.55441], [6.56672, 5.68595, 3.00574], [4.98019, 3.64308, 3.79215], [2.24967, 1.06150, -5.36286], [2.36564, 1.05235, -6.72729], [3.01835, -0.09605, -7.08370], [3.30712, -0.80994, -5.88871], [2.81976, -0.07199, -4.84497], [1.81452, 1.78913, -4.82770], [1.97649, 1.85882, -7.32455], [3.26297, -0.39369, -8.08915], [3.81365, -1.75672, -5.80752], [2.83070, -0.25772, -3.78420]],
  "total_charge": 1
}


Record 2
{
  "formula": "C32H47CdN10P",
  "method": "wB97M-V/def2-TZVPD",
  "symbols": ["Cd", "C", "C", "C", "C", "C", "C", "N", "C", "C", "C", "C", "C", "C", "N", "N", "C", "C", "C", "C", "C", "N", "H", "H", "H", "H", "H", "H", "H", "H", "H", "H", "H", "H", "H", "N", "P", "N", "C", "C", "C", "C", "C", "N", "C", "C", "C", "C", "C", "N", "C", "C", "C", "C", "C", "H", "H", "H", "H", "H", "H", "H", "H", "H", "H", "H", "H", "H", "H", "H", "H", "H", "H", "H", "H", "H", "H", "H", "H", "H", "H", "H", "H", "H", "H", "N", "N", "H", "H", "H", "H"],
  "xyz": [[0.32950, -0.24180, -0.50870], [4.10840, 3.79910, -2.71150], [4.30780, 3.49270, -1.37520], [3.30940, 2.89470, -0.62880], [2.08050, 2.60730, -1.22340], [1.89730, 2.88120, -2.58280], [2.90560, 3.47040, -3.31730], [1.01430, 2.04690, -0.52640], [0.05720, 2.84780, -0.11940], [0.20380, 4.27290, -0.07980], [-0.77940, 5.07650, 0.39950], [-2.00840, 4.53510, 0.83910], [-2.23140, 3.19480, 0.74820], [-1.23340, 2.31110, 0.26040], [-1.44920, 1.02950, -0.04350], [-2.63690, 0.51690, 0.03460], [-2.81460, -0.67040, -0.61750], [-4.06050, -1.31220, -0.48070], [-4.32920, -2.42250, -1.24630], [-3.34360, -2.91170, -2.09850], [-2.13380, -2.23620, -2.15210], [-1.87630, -1.13680, -1.46420], [4.88540, 4.29300, -3.27750], [5.25120, 3.73490, -0.90980], [3.46250, 2.65280, 0.41090], [0.95250, 2.61760, -3.04290], [2.74690, 3.68920, -4.36350], [1.13800, 4.69710, -0.42110], [-0.62690, 6.14590, 0.44110], [-2.76920, 5.19810, 1.22250], [-3.17460, 2.75570, 1.03890], [-4.78250, -0.90950, 0.21270], [-5.29430, -2.90510, -1.18430], [-3.51740, -3.78600, -2.70970], [-1.33220, -2.58450, -2.79420], [0.46560, -2.15300, 0.10980], [1.26740, -2.82540, 1.22050], [1.63880, -1.99700, 2.66380], [1.36550, -0.57030, 2.76940], [2.20100, 0.00520, 3.90810], [1.66650, -0.52160, 5.24330], [1.17830, -1.96800, 5.07790], [1.92330, -2.64980, 3.93220], [0.54090, -4.24480, 1.87980], [-0.75830, -3.93650, 2.46300], [-1.89630, -4.25520, 1.49990], [-1.97270, -5.76390, 1.24670], [-0.56780, -6.37430, 1.31610], [0.48360, -5.34500, 0.92230], [2.77920, -3.43140, 0.68760], [3.04310, -3.43280, -0.72900], [3.40530, -4.82290, -1.24450], [4.63180, -5.32760, -0.49000], [4.34530, -5.31470, 1.00940], [3.89490, -3.91970, 1.45840], [0.29620, -0.37060, 2.97290], [1.62200, -0.08310, 1.81720], [2.17940, 1.09510, 3.88970], [3.23350, -0.31390, 3.75890], [0.83750, 0.10610, 5.57590], [2.45320, -0.46840, 5.99840], [0.10970, -1.98510, 4.85890], [1.32930, -2.53030, 6.00020], [1.61910, -3.69470, 3.85070], [3.00160, -2.61530, 4.15440], [-0.77590, -2.86530, 2.69010], [-0.88760, -4.49740, 3.40110], [-1.68450, -3.72710, 0.56840], [-2.84060, -3.88120, 1.89800], [-2.41030, -5.94470, 0.26280], [-2.61800, -6.24320, 1.98710], [-0.48960, -7.23500, 0.64850], [-0.35570, -6.72590, 2.32750], [0.26050, -4.96540, -0.08390], [1.46590, -5.82110, 0.90470], [3.90680, -2.78170, -0.94870], [2.14270, -3.04290, -1.21560], [3.60490, -4.77340, -2.31700], [2.56910, -5.50210, -1.08710], [5.48410, -4.67510, -0.70350], [4.89170, -6.33440, -0.82450], [5.24050, -5.59690, 1.56700], [3.56760, -6.04490, 1.23480], [4.75240, -3.23710, 1.32880], [3.61840, -3.94170, 2.50930], [3.42500, -0.30100, -0.21400], [2.81840, -0.27370, -1.51310], [4.42600, -0.50360, -0.26860], [2.97680, -1.04850, 0.31870], [3.14320, -1.04110, -2.10800], [3.09190, 0.60910, -1.94190]],
  "total_charge": 0
}


| no. | gap between HOMO and LUMO (eV) | total energy (hartree) |
| --- | --- | --- |
| 1 | 6.86 | -2903.87544 |
| 2 | 6.11 | -2304.20303 |